No. 1
Computed, not measured: a cluster of 10 separate species, C25H40Cl27INO2 in total in a non-equilibrium geometry, with ωB97M-V/def2-TZVPD.

Results
Charge: +1
Frontier orbital gap in eV: 9.6
LUMO in eV: -2.3
E_tot in Ha: -13904.26572
E_HOMO in eV: -11.912
Multiplicity: 1

Geometry (Å):
C 6.5240 0.9287 -1.3253
C 5.0974 0.6973 -2.0300
C 5.0613 -0.7824 -2.6748
O 6.0889 -1.4732 -2.5051
O 3.9664 -1.2937 -3.4248
C 2.9872 -1.9711 -2.5779
C 1.5068 -1.6461 -3.1539
C 0.6307 -0.9219 -2.0183
C 0.6619 0.7062 -2.1407
C -0.7989 1.2120 -1.5817
C -1.1539 2.4626 -2.5289
C -2.1864 2.1522 -3.7076
C -1.6806 3.7832 -1.7773
C -2.2342 3.5606 -0.2993
N -1.7466 0.0379 -1.4455
C -2.3469 -0.1353 -0.0674
C -1.5896 -1.1816 0.8767
C -0.2180 -0.6188 1.5200
I -0.2626 -1.2022 3.6648
C -0.9544 -1.1212 -2.0364
H 6.6171 1.9666 -0.8484
H 6.6650 0.1781 -0.4748
H 7.3219 0.7319 -2.1168
H 4.9827 1.4400 -2.8843
H 4.2422 0.7797 -1.2732
H 3.1010 -1.7072 -1.4650
H 3.2033 -3.0973 -2.6842
H 1.6853 -0.9496 -4.0493
H 1.0079 -2.5849 -3.5793
H 0.9637 -1.3848 -1.0344
H 0.9024 0.8970 -3.2323
H 1.4343 1.0432 -1.3653
H -0.5236 1.4143 -0.4825
H -0.1665 2.7630 -3.0398
H -2.2328 3.0679 -4.3894
H -3.2289 2.0788 -3.2237
H -1.9594 1.2211 -4.3193
H -0.8662 4.5962 -1.7842
H -2.5462 4.2186 -2.3982
H -1.3607 3.2276 0.3658
H -3.1460 2.8868 -0.2203
H -2.5183 4.6037 0.1002
H -2.6020 -0.0087 -2.0477
H -2.4445 0.8354 0.5350
H -3.4208 -0.5241 -0.2190
H -2.2826 -1.3706 1.7771
H -1.4074 -2.2027 0.4128
H -0.1547 0.5187 1.5174
H 0.7158 -1.1288 1.1167
H -1.3374 -2.1649 -1.7343
H -1.3011 -1.0795 -3.1302
C -4.8819 -1.5610 -4.1266
Cl -6.0886 -2.5413 -3.2878
Cl -4.4757 -0.1218 -3.1739
Cl -3.4251 -2.5080 -4.4544
H -5.3028 -1.2367 -5.0761
C 3.3043 5.0601 0.6620
Cl 2.5372 4.4847 -0.8265
Cl 4.0808 3.7238 1.5287
Cl 4.4771 6.3326 0.3036
H 2.5307 5.4784 1.3026
C -0.6173 3.0899 3.9520
Cl -1.6940 2.0676 2.9922
Cl 0.7644 3.6306 2.9941
Cl -1.4985 4.4822 4.5895
H -0.2489 2.5030 4.7912
C 8.8577 -1.6007 -4.9932
Cl 7.6118 -1.8267 -6.2286
Cl 10.0511 -2.9041 -5.0673
Cl 9.6433 -0.0262 -5.1826
H 8.3790 -1.6293 -4.0161
C -5.4295 2.1300 4.5947
Cl -7.1005 2.6898 4.7369
Cl -5.0227 1.8194 2.8976
Cl -4.3164 3.3106 5.3029
H -5.3323 1.1956 5.1467
C -1.2706 -6.1528 -3.7639
Cl -2.0786 -5.6768 -2.2570
Cl -1.0686 -4.7481 -4.8214
Cl 0.2979 -6.9006 -3.4355
H -1.8986 -6.8792 -4.2758
C -3.7998 0.2658 8.3626
Cl -5.2064 0.3843 7.2929
Cl -2.3869 1.0268 7.6173
Cl -4.1484 1.0030 9.9303
H -3.5778 -0.7873 8.5207
C -0.5770 -9.8816 -0.6466
Cl -1.4912 -8.5403 -1.3530
Cl -0.2953 -9.6009 1.0768
Cl -1.4249 -11.4133 -0.8972
H 0.3878 -9.9387 -1.1463
C -0.9003 3.7323 11.1991
Cl -0.4971 2.0288 11.4554
Cl -1.2433 4.0395 9.4906
Cl -2.2775 4.2032 12.2038
H -0.0425 4.3346 11.4898


No. 2
Computed, not measured: the molecule C3H5N3O, with ωB97M-V/def2-TZVPD.

Results
Charge: 0
Frontier orbital gap (alpha / beta) in eV: 8.1 / 8.1
LUMO (alpha / beta) in eV: -0.8 / -0.8
E_tot in Ha: -356.64958
E_HOMO (alpha / beta) in eV: -8.887 / -8.878
Energy relative to the best compared isomer or geometry (same formula, charge and spin) in eV: 5.6545
Multiplicity: 1

Geometry (Å):
O -1.3274 0.9462 0.0091
C -1.8298 -0.3321 -0.0680
C -0.3962 -0.7439 -0.1115
N 0.2137 -0.0549 -1.2309
N 1.3466 0.2655 -0.7918
C 1.3305 0.1239 0.6933
N 0.3970 -0.9207 0.8942
H 0.7414 1.0352 0.9556
H -2.4157 -0.5159 -0.9742
H -2.3216 -0.7215 0.8308
H 1.9501 0.8441 -1.3651
H 2.3116 0.0741 1.1587


No. 3
Computed, not measured: a cluster of 2 separate species, C4H13NOS in total in a non-equilibrium geometry, with ωB97M-V/def2-TZVPD.

Results
Charge: 0
Frontier orbital gap in eV: 8.5
LUMO in eV: 0.7
E_tot in Ha: -688.34669
SMILES: CCNCCS.O
E_HOMO in eV: -7.816
Energy relative to the best compared isomer or geometry (same formula, charge and spin) in eV: 1.1436
Multiplicity: 1

Geometry (Å):
C -1.0549 -0.5418 -1.3325
N 0.1461 -0.2812 -0.6038
C 0.5831 0.8593 0.1378
C -0.1344 1.0651 1.4820
S 0.5706 0.3293 2.9752
C -1.7314 0.7490 -1.7975
H -1.7754 -1.1589 -0.7714
H -0.9173 -1.0954 -2.2579
H 0.6457 -1.1310 -0.3921
H 1.6584 0.7732 0.2502
H 0.2995 1.7454 -0.4424
H -1.1853 0.7883 1.4400
H -0.1270 2.1384 1.6608
H 1.5751 1.1846 3.2018
H -1.7312 1.4758 -0.9773
H -2.7921 0.6063 -2.0170
H -1.2900 1.2313 -2.6647
H 2.0721 -3.3695 0.1695
H 2.8716 -2.8206 1.3370
O 2.3172 -2.5475 0.6023